1.
Entry from the Open Molecules 2025 dataset: a molecular structure, C3H6BaF3O (ωB97M-V with the def2-TZVPD basis set).

Each line ends with the Mulliken charge.
Element x y z (Å)
H: 3.9528 1.4821 2.2374  0.227
Ba: -0.7756 0.5042 3.7069  0.649
F: 1.1406 0.9937 -2.1211  -0.233
C: 1.5130 -0.7018 2.6782  -1.305
F: -0.5037 1.4132 -0.7110  -0.236
H: 1.9469 -1.3254 3.4901  0.401
C: 3.1490 1.0088 2.8172  -0.424
F: 0.0428 -0.6335 -1.2439  -0.207
H: 2.3913 1.7800 3.0598  0.102
H: 1.1245 -1.4419 1.9589  0.422
H: 3.5692 0.6227 3.7629  0.261
C: 0.5512 0.5805 -0.9887  0.740
O: 2.6030 -0.0188 2.0472  -0.312
H: 1.2676 0.6408 -0.1554  -0.084

LUMO (alpha / beta)   -0.17 / -0.47 eV
<S²>   0.75
HOMO level (alpha / beta)   -0.1804 / -0.2557 Eh
Kohn-Sham gap (alpha / beta)   0.1740 / 0.2385 Eh
2S+1   2


2.
Entry from the Open Molecules 2025 dataset: a molecular structure, C3H6BeF3O (ωB97M-V with the def2-TZVPD basis set).

Each line ends with the Mulliken charge.
Element x y z (Å)
Be: 0.0832 0.5135 -2.0583  0.050
O: -0.0386 0.9753 0.5538  -0.348
H: 0.8331 2.4288 -0.6339  0.222
F: 0.2768 -2.0533 -0.8670  -0.161
C: 0.1750 2.3208 0.2504  -0.681
H: -0.5753 -2.4762 0.9251  0.236
H: -0.7746 2.8466 0.0473  0.294
H: 0.6627 2.7937 1.1132  0.229
C: -0.7089 0.2359 -0.4706  -0.333
H: -1.7397 0.6417 -0.5643  0.391
F: 1.3982 -1.4822 0.8452  -0.221
H: -0.9766 -0.7406 -0.0408  0.203
F: 0.9840 -3.6061 0.4787  -0.228
C: 0.4006 -2.3979 0.4213  0.346

LUMO (alpha / beta)   0.34 / -0.63 eV
<S²>   0.75
HOMO level (alpha / beta)   -0.2597 / -0.3339 Eh
Kohn-Sham gap (alpha / beta)   0.2723 / 0.3108 Eh
2S+1   2
Energy relative to the best compared isomer or geometry (same formula, charge and spin)   0.0 kJ/mol


3.
Entry from the Open Molecules 2025 dataset: a molecular structure, C3H6BiO5 (ωB97M-V with the def2-TZVPD basis set).

Each line ends with the Mulliken charge.
Element x y z (Å)
O: 3.6432 -0.6936 -0.4666  -0.485
C: 0.2818 -0.3146 0.5492  -0.312
C: -0.8970 -1.2319 0.2350  -0.416
H: -0.9572 -1.3169 -0.8770  0.322
O: 2.6774 0.8941 0.6925  -0.470
H: -3.7339 2.5983 -1.2763  0.316
O: 1.4761 -0.8634 -0.0514  -0.213
H: -3.5542 1.0681 -0.8544  0.322
O: -4.0905 1.7269 -1.4631  -0.639
C: 2.5970 -0.2131 0.0738  0.892
H: 0.1101 0.6915 0.1422  0.331
Bi: 4.6851 0.9048 0.2602  0.987
H: -0.6252 -2.2516 0.5939  0.340
H: 0.4345 -0.2417 1.6351  0.343
O: -2.0472 -0.7569 0.8070  -0.318

LUMO (alpha / beta)   -5.95 / -6.64 eV
Total charge   +1
HOMO level (alpha / beta)   -0.4914 / -0.4915 Eh
Kohn-Sham gap (alpha / beta)   0.2729 / 0.2475 Eh


4.
Entry from the Open Molecules 2025 dataset: a molecular structure, C3H6Br2O (ωB97M-V with the def2-TZVPD basis set).

Each line ends with the Mulliken charge.
Element x y z (Å)
H: -0.2646 1.7378 0.8088  0.614
C: 0.2697 -0.1965 0.3053  0.454
C: 0.0875 -1.1880 -0.7364  -1.072
C: -0.4705 1.1374 0.0250  -0.948
H: 0.0310 0.1805 2.1255  0.368
H: -0.8369 -1.7490 -0.6035  0.404
H: 0.0186 -0.7122 -1.6611  0.364
H: -0.2948 1.6720 -0.9421  0.426
Br: -2.4723 0.7564 -0.1707  -0.155
Br: 2.5203 0.8538 -0.0472  -0.339
H: 1.0158 -1.9290 -0.7243  0.311
O: 0.3961 -0.5632 1.6207  -0.428

LUMO   -0.95 eV
HOMO level   -0.3516 Eh
Kohn-Sham gap   0.3167 Eh
Energy relative to the best compared isomer or geometry (same formula, charge and spin)   72.3 kJ/mol


Copy entry 2 word for word.
Entry from the Open Molecules 2025 dataset: a molecular structure, C3H6BeF3O (ωB97M-V with the def2-TZVPD basis set).

Each line ends with the Mulliken charge.
Element x y z (Å)
Be: 0.0832 0.5135 -2.0583  0.050
O: -0.0386 0.9753 0.5538  -0.348
H: 0.8331 2.4288 -0.6339  0.222
F: 0.2768 -2.0533 -0.8670  -0.161
C: 0.1750 2.3208 0.2504  -0.681
H: -0.5753 -2.4762 0.9251  0.236
H: -0.7746 2.8466 0.0473  0.294
H: 0.6627 2.7937 1.1132  0.229
C: -0.7089 0.2359 -0.4706  -0.333
H: -1.7397 0.6417 -0.5643  0.391
F: 1.3982 -1.4822 0.8452  -0.221
H: -0.9766 -0.7406 -0.0408  0.203
F: 0.9840 -3.6061 0.4787  -0.228
C: 0.4006 -2.3979 0.4213  0.346

LUMO (alpha / beta)   0.34 / -0.63 eV
<S²>   0.75
HOMO level (alpha / beta)   -0.2597 / -0.3339 Eh
Kohn-Sham gap (alpha / beta)   0.2723 / 0.3108 Eh
2S+1   2
Energy relative to the best compared isomer or geometry (same formula, charge and spin)   0.0 kJ/mol